{
  "formula": "C39H103N3O20",
  "method": "ωB97M-V/def2-TZVPD",
  "gap_ev": 7.9,
  "lumo_energy_ha": -0.010,
  "e_homo_ev": -8.159,
  "relative_energy_kcal_mol": 119.0,
  "elements": ["O", "O", "O", "O", "O", "O", "O", "O", "O", "O", "O", "O", "O", "O", "O", "O", "O", "O", "O", "O", "N", "N", "N", "C", "C", "C", "C", "C", "C", "C", "C", "C", "C", "C", "C", "C", "C", "C", "C", "C", "C", "C", "C", "C", "C", "C", "C", "C", "C", "C", "C", "C", "C", "C", "C", "C", "C", "C", "C", "C", "C", "C", "H", "H", "H", "H", "H", "H", "H", "H", "H", "H", "H", "H", "H", "H", "H", "H", "H", "H", "H", "H", "H", "H", "H", "H", "H", "H", "H", "H", "H", "H", "H", "H", "H", "H", "H", "H", "H", "H", "H", "H", "H", "H", "H", "H", "H", "H", "H", "H", "H", "H", "H", "H", "H", "H", "H", "H", "H", "H", "H", "H", "H", "H", "H", "H", "H", "H", "H", "H", "H", "H", "H", "H", "H", "H", "H", "H", "H", "H", "H", "H", "H", "H", "H", "H", "H", "H", "H", "H", "H", "H", "H", "H", "H", "H", "H", "H", "H", "H", "H", "H", "H", "H", "H"],
  "positions_angstrom": [[-8.22159, -16.54460, 15.28751], [-12.93991, -12.74393, 13.82919], [-10.57324, -22.40579, 16.51586], [-6.16349, -21.38819, 10.31538], [-9.79775, -14.79733, 17.60228], [-9.96257, -14.70592, 10.07085], [-14.55907, -16.96960, 10.50401], [-15.42326, -19.45548, 10.61953], [-12.94151, -21.92065, 15.21776], [-9.59435, -22.96919, 13.93960], [-2.42670, -19.28161, 13.55426], [-17.59210, -16.09879, 13.37064], [-13.96421, -14.31374, 11.65644], [-8.05417, -19.84435, 7.90636], [-13.74825, -22.08538, 12.65513], [-7.90936, -15.53616, 12.14428], [-3.76896, -19.40891, 16.17237], [-6.80072, -24.01711, 10.68186], [-7.52972, -17.27583, 18.33256], [-12.01950, -21.04130, 18.08799], [-17.29576, -17.26387, 14.03510], [-9.03328, -17.47174, 14.49701], [-9.23792, -19.24887, 7.42876], [-11.83533, -18.93665, 6.03299], [-10.63949, -19.59468, 13.52917], [-8.24122, -18.05699, 5.66272], [-14.46613, -20.45153, 10.90573], [-18.37270, -18.16763, 14.38605], [-10.58295, -21.22477, 8.19136], [-10.62526, -18.20743, 5.54382], [-10.63305, -15.58918, 14.06122], [-9.10846, -19.64642, 13.38290], [-8.11306, -16.14410, 10.86770], [-12.99975, -15.10737, 10.99881], [-11.78433, -19.02119, 7.57142], [-3.01075, -20.53384, 15.58687], [-14.99162, -16.38852, 14.56545], [-16.99470, -18.92237, 16.39509], [-13.29720, -21.37823, 17.66907], [-14.50336, -20.90259, 12.41045], [-7.75901, -23.01847, 10.40786], [-8.69331, -15.14493, 9.78743], [-10.44891, -17.12067, 14.43484], [-18.82694, -18.74886, 13.03173], [-15.86853, -17.98533, 15.99529], [-16.99428, -15.82711, 16.10157], [-16.33243, -16.87627, 15.11003], [-8.36895, -18.75874, 14.39211], [-10.47260, -19.68440, 8.14636], [-13.27662, -16.65994, 11.04157], [-9.32269, -19.01454, 5.99754], [-7.04121, -18.41956, 13.72521], [-13.54850, -21.08211, 16.15877], [-9.07639, -20.26334, 5.14282], [-8.18666, -19.35709, 15.72901], [-11.10823, -17.47406, 15.77476], [-19.59221, -17.59651, 15.10384], [-3.16248, -20.33944, 13.99068], [-10.29427, -19.14840, 9.62031], [-11.16804, -18.04287, 13.37664], [-7.26078, -21.71098, 11.04165], [-17.79633, -19.41228, 15.15114], [-13.11785, -17.23230, 11.95551], [-8.82472, -16.96381, 10.96643], [-13.95915, -20.82846, 18.33817], [-14.76555, -14.70825, 11.30457], [-8.06717, -22.80915, 9.38349], [-4.22958, -20.23238, 13.79591], [-12.12488, -22.28771, 15.56417], [-6.97031, -21.82858, 12.08564], [-11.51902, -18.48327, 15.80375], [-14.78657, -21.21683, 10.19882], [-8.24466, -16.96714, 16.14921], [-2.83986, -18.52662, 13.97958], [-17.66499, -18.44237, 17.10813], [-17.72256, -16.26602, 16.78354], [-6.36214, -21.18946, 9.39743], [-12.23142, -18.18606, 13.56850], [-11.18804, -19.20047, 10.24204], [-3.54716, -21.42595, 15.91017], [-2.92478, -21.23856, 13.42221], [-11.45661, -21.32822, 17.36520], [-11.99498, -14.83388, 11.32092], [-9.01756, -19.27645, 12.36164], [-10.26651, -15.28994, 13.07928], [-7.26582, -18.45423, 5.94358], [-7.88487, -20.84046, 10.83962], [-16.54170, -19.73810, 16.95854], [-7.58593, -18.69613, 16.35379], [-10.16015, -15.01066, 14.85480], [-13.42688, -22.42041, 17.96087], [-9.56503, -19.73221, 10.18198], [-8.64541, -23.24301, 11.00117], [-11.14538, -17.78777, 12.31716], [-11.33580, -21.49069, 8.93339], [-16.96323, -16.19756, 12.65205], [-14.06398, -16.46770, 15.13227], [-17.50210, -14.99063, 15.62146], [-12.77191, -18.52608, 5.65569], [-8.06372, -20.65334, 5.24525], [-19.44506, -19.62571, 13.22451], [-10.91994, -19.97817, 14.51019], [-6.81775, -17.67988, 12.95643], [-9.94812, -20.89496, 5.31382], [-16.20759, -15.41325, 16.73239], [-14.91738, -16.96844, 13.64551], [-8.16014, -16.21780, 12.77205], [-10.64141, -17.20308, 5.96705], [-11.94844, -19.90036, 5.53641], [-12.55170, -17.09696, 10.35484], [-13.04404, -13.63161, 14.17185], [-13.49264, -20.10605, 10.55780], [-10.20136, -23.14705, 16.99385], [-12.00297, -18.03318, 7.97657], [-10.09905, -18.08146, 9.72809], [-7.39150, -16.32944, 18.37098], [-6.20539, -18.37289, 14.42330], [-14.98810, -15.35356, 14.22347], [-15.39859, -21.18718, 12.96334], [-13.21543, -12.80587, 12.91460], [-10.25531, -23.41287, 13.40809], [-9.03575, -20.22109, 4.05439], [-13.21613, -20.07715, 15.89862], [-3.67723, -19.42336, 17.12787], [-9.06209, -14.75622, 18.21330], [-13.72919, -22.13684, 13.61356], [-14.07869, -20.02951, 12.90592], [-15.33395, -17.70379, 16.90251], [-8.73217, -20.65538, 13.55172], [-11.22835, -20.14036, 12.79190], [-10.52316, -17.59864, 16.68595], [-18.50317, -20.19112, 15.43734], [-12.63916, -19.66408, 7.78137], [-7.48605, -17.56199, 19.24494], [-19.35063, -16.68187, 15.64530], [-9.80315, -15.70345, 17.29380], [-2.02377, -20.39345, 16.02761], [-19.90448, -18.21131, 15.94800], [-16.24396, -19.95216, 10.65656], [-14.76428, -17.90725, 10.52059], [-7.50317, -20.18648, 15.54714], [-8.07813, -17.95750, 4.58960], [-18.00592, -18.94592, 12.34239], [-11.95762, -16.83274, 16.01003], [-10.75166, -21.71708, 7.23362], [-8.61205, -15.57664, 8.78987], [-19.34725, -18.02283, 12.40702], [-11.69352, -15.42191, 13.87270], [-17.09152, -19.95467, 14.52095], [-7.94243, -14.35682, 9.73136], [-10.65518, -18.17802, 4.45463], [-9.66586, -21.67475, 8.57160], [-8.54539, -17.14450, 6.17549], [-8.90342, -23.62119, 14.05686], [-9.91072, -14.30402, 10.94112], [-5.97150, -23.55110, 10.55220], [-6.73989, -19.25835, 13.09773], [-14.62456, -21.03445, 15.99163], [-15.16820, -18.61497, 15.44648], [-13.08522, -14.73884, 9.97656], [-9.14210, -19.61242, 16.18732], [-10.15199, -22.43839, 15.65697], [-7.34159, -19.26952, 7.61759], [-7.13647, -16.52927, 10.57444], [-20.45095, -17.37487, 14.47015]]
}

---

{
  "formula": "C39H103N7O16S9",
  "method": "ωB97M-V/def2-TZVPD",
  "gap_ev": 8.7,
  "lumo_energy_ha": 0.003,
  "e_homo_ev": -8.667,
  "relative_energy_kcal_mol": 1.6,
  "elements": ["S", "S", "S", "S", "S", "S", "S", "S", "S", "O", "O", "O", "O", "O", "O", "O", "O", "O", "O", "O", "O", "O", "O", "O", "O", "N", "N", "N", "N", "N", "N", "N", "C", "C", "C", "C", "C", "C", "C", "C", "C", "C", "C", "C", "C", "C", "C", "C", "C", "C", "C", "C", "C", "C", "C", "C", "C", "C", "C", "C", "C", "C", "C", "C", "C", "C", "C", "C", "C", "C", "C", "H", "H", "H", "H", "H", "H", "H", "H", "H", "H", "H", "H", "H", "H", "H", "H", "H", "H", "H", "H", "H", "H", "H", "H", "H", "H", "H", "H", "H", "H", "H", "H", "H", "H", "H", "H", "H", "H", "H", "H", "H", "H", "H", "H", "H", "H", "H", "H", "H", "H", "H", "H", "H", "H", "H", "H", "H", "H", "H", "H", "H", "H", "H", "H", "H", "H", "H", "H", "H", "H", "H", "H", "H", "H", "H", "H", "H", "H", "H", "H", "H", "H", "H", "H", "H", "H", "H", "H", "H", "H", "H", "H", "H", "H", "H", "H", "H", "H", "H", "H", "H", "H", "H"],
  "positions_angstrom": [[15.69632, 20.69339, 14.84719], [19.09039, 11.30637, 12.10306], [15.46925, 17.33094, 17.42808], [11.24786, 9.49258, 14.21423], [19.38413, 15.10683, 17.83152], [15.37575, 10.44320, 17.71931], [11.37768, 16.96126, 12.65391], [10.99724, 13.80503, 16.47458], [15.23638, 11.02969, 11.07914], [14.13254, 17.89174, 16.98534], [17.19156, 15.25656, 8.52772], [23.47964, 13.84171, 15.59378], [18.54188, 11.27186, 10.70546], [13.81201, 11.13252, 11.35842], [11.15499, 13.96494, 8.00757], [20.04173, 9.12534, 18.24123], [11.22743, 8.03887, 14.47478], [16.60751, 19.99477, 13.90095], [18.65918, 14.07999, 18.58406], [24.87162, 10.28496, 11.67240], [15.19561, 11.54249, 16.73008], [10.97500, 18.35385, 12.93889], [11.74517, 13.55179, 15.17631], [17.43694, 14.53317, 13.73249], [20.36064, 17.51439, 15.82237], [24.43788, 9.18690, 13.58072], [12.14918, 12.91718, 9.76943], [20.02451, 11.11438, 19.12328], [15.84319, 13.08228, 14.48422], [16.81224, 15.79195, 10.72687], [21.97834, 15.15968, 14.53086], [19.04800, 18.35460, 14.15147], [18.29723, 10.02903, 13.00461], [17.48913, 15.20372, 9.71584], [20.20793, 10.30935, 18.03373], [24.93262, 9.27696, 12.37396], [15.64729, 12.29376, 9.88612], [11.96656, 12.99557, 17.72033], [15.78443, 22.42068, 14.54649], [9.57018, 12.82430, 16.54987], [15.54078, 16.42605, 10.51111], [11.75704, 13.02425, 8.47504], [15.22800, 15.65251, 17.83643], [10.18126, 15.89922, 13.48247], [19.56984, 18.33126, 15.37501], [15.50987, 9.65955, 9.97873], [23.85764, 16.16933, 15.51361], [19.72716, 10.53633, 20.44745], [20.73052, 10.60457, 11.94435], [21.14114, 14.06882, 14.15918], [14.00821, 20.41951, 14.34537], [12.95469, 9.99690, 14.23618], [19.03160, 19.43886, 16.25610], [11.92980, 14.15108, 10.55966], [14.79228, 13.46916, 13.63047], [17.07157, 13.68021, 14.51901], [21.17941, 15.07633, 18.12863], [23.10616, 14.92325, 15.24277], [12.11480, 11.82749, 7.61570], [19.50994, 17.46441, 13.02001], [16.44003, 16.91487, 15.99074], [19.12096, 16.57266, 18.71923], [20.58180, 11.06887, 16.69491], [17.94252, 13.01769, 15.53573], [18.79742, 14.63755, 10.19638], [15.98851, 11.18691, 19.19796], [12.56450, 16.62497, 13.88428], [24.03480, 10.41998, 14.29440], [25.67001, 7.99920, 11.70509], [16.91411, 9.57564, 17.29905], [11.00480, 9.69410, 12.48886], [14.89199, 12.14689, 9.07648], [24.59200, 15.96735, 16.31490], [15.61245, 12.49029, 15.27092], [18.29495, 9.08630, 12.45893], [16.11978, 15.08108, 17.77535], [18.33124, 18.99355, 16.93975], [17.27413, 10.31597, 13.15268], [16.05843, 10.39693, 19.96604], [20.05579, 12.13178, 19.11441], [17.33125, 12.73904, 16.35980], [13.25858, 9.62875, 15.17935], [13.90395, 12.95544, 13.91080], [20.74670, 9.69858, 11.33617], [9.00225, 13.20779, 15.75547], [19.86634, 19.90904, 16.72085], [9.20246, 16.01276, 12.96867], [17.03208, 15.51563, 11.65893], [11.26890, 11.65715, 6.92522], [10.54352, 14.88471, 13.41506], [20.52526, 17.77684, 12.79565], [16.80385, 8.97594, 16.41185], [13.47408, 17.14199, 13.64801], [13.94362, 20.42120, 13.26236], [18.86816, 9.88028, 20.51051], [13.38113, 21.25178, 14.69533], [20.69130, 13.48208, 15.01068], [21.72077, 15.81526, 17.56217], [15.25888, 11.91672, 19.57007], [14.69066, 15.58180, 18.78208], [11.50448, 13.01289, 18.69131], [12.39664, 10.88471, 8.09953], [18.73274, 9.98415, 13.98852], [20.17558, 10.43910, 15.92051], [12.64846, 14.97057, 10.25097], [8.97877, 12.97377, 17.43816], [10.93323, 14.52086, 10.43074], [13.75008, 19.47426, 14.82788], [16.09896, 15.98620, 15.45971], [23.24647, 17.05681, 15.77810], [19.47339, 11.37423, 21.11984], [14.79188, 15.69821, 10.08327], [24.44252, 16.36620, 14.61425], [23.63438, 11.05996, 13.50707], [12.75273, 15.56309, 13.90869], [21.37820, 15.23533, 19.20193], [20.32372, 14.36922, 13.52653], [16.64751, 12.20910, 9.48925], [15.07118, 9.89610, 9.01629], [15.54663, 13.30692, 10.20413], [25.35860, 7.07710, 12.26945], [11.98654, 13.93460, 11.60803], [17.46438, 16.76886, 16.33198], [19.69618, 17.34605, 18.10797], [10.03024, 9.26256, 12.14824], [11.14373, 10.69932, 12.06815], [18.86381, 14.63869, 11.31454], [18.82744, 17.58558, 12.17960], [21.65336, 14.13527, 17.71527], [15.01992, 13.17442, 12.57183], [21.35631, 11.33172, 11.37467], [16.82736, 22.69620, 14.79653], [26.74015, 8.11231, 11.72716], [12.57825, 12.13497, 10.20669], [14.93980, 8.82408, 10.42315], [20.56343, 10.00191, 20.85969], [16.39770, 17.85131, 15.40664], [18.40533, 19.13203, 13.92072], [18.03090, 16.65094, 18.73875], [21.66341, 13.28204, 13.60245], [19.49784, 16.58445, 19.71924], [16.56220, 9.43845, 9.91764], [19.42064, 16.45088, 13.36623], [19.68346, 15.10502, 9.79356], [25.17474, 7.98081, 10.73546], [9.99398, 16.23428, 14.54265], [21.64452, 11.07229, 16.68935], [15.46725, 22.57805, 13.49669], [12.90546, 12.18414, 6.97263], [20.21996, 12.11301, 16.65965], [21.14173, 10.40930, 12.94441], [12.87158, 13.55853, 17.75696], [18.48269, 12.15187, 15.14006], [15.09038, 22.88637, 15.23706], [21.61231, 16.09770, 14.60368], [18.58445, 20.15964, 15.59588], [11.84609, 9.15403, 12.00314], [13.37702, 9.43109, 13.46223], [9.85071, 11.77028, 16.35611], [17.00276, 11.61785, 18.98405], [17.19156, 8.89035, 18.12985], [15.58846, 17.17439, 9.71048], [17.75038, 10.33790, 17.22164], [18.64441, 13.82171, 15.75190], [24.88853, 10.87470, 14.78059], [13.16582, 11.06228, 14.02631], [14.54880, 15.43152, 17.02230], [12.13504, 11.97616, 17.43314], [12.18131, 16.94259, 14.84926], [15.22510, 16.87580, 11.42884], [14.60610, 14.50702, 13.74527], [18.82363, 13.60580, 9.92477], [24.41767, 8.30513, 13.99981], [23.21529, 10.09207, 14.95921]]
}